# 1
The following is a DFT calculation (ωB97M-V with the def2-TZVPD basis set) of a structure of composition C37H40BiBr2N8O3SSeSi in a non-equilibrium geometry.

```
94
Properties=species:S:1:pos:R:3:forces:R:3
Bi 1.695 0.050 1.471 -0.4 0.1 2.5
N 4.699 3.074 3.207 0.7 -2.7 -0.1
C 3.444 2.587 3.188 -0.7 1.6 -0.7
N 3.421 1.414 2.547 0.3 0.4 -0.1
C 4.758 1.135 2.285 -1.9 1.2 2.0
N 5.557 2.041 2.787 -0.4 1.9 -1.0
C 5.219 -0.131 1.790 3.2 -0.4 1.4
C 6.570 -0.391 2.131 1.0 0.4 -0.3
N 7.188 -1.483 1.715 0.1 0.0 0.3
C 6.486 -2.331 0.970 -0.1 -0.9 -0.7
C 5.146 -2.100 0.673 -0.3 -0.5 0.5
N 4.505 -1.035 1.204 -1.4 -0.5 -2.0
H 5.117 3.995 3.403 -0.6 -0.9 0.3
H 2.594 3.206 3.588 0.8 -1.1 -0.7
H 7.189 0.350 2.708 -0.9 -0.9 -0.6
H 6.985 -3.270 0.588 -0.5 1.3 0.5
H 4.595 -2.845 0.064 0.1 0.8 0.6
Br -1.360 2.574 5.143 -0.3 -0.1 0.4
C -1.127 3.143 3.400 1.7 -0.9 -2.2
C -1.777 4.249 2.873 1.0 0.2 -0.5
C -1.425 4.828 1.688 0.8 -0.8 -0.1
Br -2.245 6.378 1.108 -0.7 0.9 -0.1
C -0.426 4.243 0.871 -1.1 0.5 0.7
C -0.030 4.804 -0.335 1.8 -0.9 -2.6
C 0.752 4.039 -1.232 0.9 0.8 1.8
C 1.333 2.781 -0.771 -2.4 2.5 0.8
N 0.935 2.275 0.378 0.3 0.9 1.5
C 0.114 3.034 1.263 0.5 -2.2 -0.8
C -0.197 2.440 2.549 -1.3 1.8 -0.2
O 0.333 1.339 2.904 1.6 -2.2 -0.3
H -2.499 4.751 3.418 -1.4 0.7 1.3
H -0.273 5.849 -0.528 -0.1 -0.4 -0.3
H 1.228 4.487 -2.115 -0.7 -0.1 0.5
H 2.124 2.371 -1.354 0.0 -0.9 0.1
C 0.344 -3.437 6.143 0.7 0.3 1.5
Si 0.170 -2.528 4.534 0.0 0.4 0.0
C -0.670 -3.682 3.317 0.1 0.5 -1.0
C -0.720 -0.916 4.900 -1.3 0.9 -0.6
Se 2.184 -1.711 3.768 0.2 0.3 -1.2
H -0.551 -3.976 6.500 0.0 0.5 -0.3
H 0.664 -2.721 6.931 -0.6 -0.1 -0.3
H 1.142 -4.158 6.261 0.3 -0.4 -0.7
H -0.646 -3.142 2.350 -0.2 -0.2 0.2
H -1.742 -3.823 3.571 0.7 -0.3 -0.1
H -0.108 -4.624 3.104 -0.6 0.6 0.6
H -0.195 0.072 5.025 0.0 -1.5 -0.2
H -1.296 -1.086 5.809 -0.2 0.0 0.2
H -1.505 -0.687 4.120 0.7 -0.3 0.5
C -3.191 1.268 -0.537 0.9 0.2 -1.3
C -2.949 -0.068 0.155 0.2 -1.0 -0.3
O -1.798 -0.504 0.391 -2.1 0.8 -0.4
C -4.226 -0.876 0.474 1.3 0.7 0.0
C -5.400 -0.168 0.763 -0.4 -1.6 0.7
C -6.566 -0.818 1.258 1.6 -0.5 -1.2
C -6.516 -2.209 1.324 -0.4 -0.9 0.3
C -5.308 -2.892 1.004 -0.4 -1.3 0.1
C -4.151 -2.280 0.547 -1.1 1.5 0.8
H -2.296 1.523 -1.177 -0.7 -0.3 0.8
H -3.257 2.067 0.224 -0.3 -0.2 -0.4
H -4.055 1.223 -1.271 0.8 0.1 1.3
H -5.398 0.882 0.644 -0.1 1.0 0.0
H -7.457 -0.258 1.463 -0.2 0.1 0.2
H -7.439 -2.834 1.618 1.7 1.2 -0.4
H -5.280 -3.990 1.136 -0.2 0.7 -0.2
H -3.213 -2.758 0.319 -0.1 -0.3 0.0
C 1.849 2.759 -3.765 0.3 0.7 -0.2
C 2.033 1.893 -5.006 0.8 1.0 -2.0
C 1.888 0.403 -4.787 -0.2 -0.1 -0.1
N 0.674 0.116 -4.056 -1.4 -0.2 0.4
C 0.634 -0.269 -2.774 -0.4 0.4 -0.6
S 2.069 -0.233 -1.834 -1.2 -0.7 0.2
N -0.660 -0.590 -2.381 0.0 -0.2 1.3
C -1.767 -1.109 -3.161 -0.9 -0.1 2.7
O -2.911 -0.893 -2.722 2.6 0.0 -1.0
C -1.496 -2.085 -4.229 -2.2 0.0 -1.2
C -0.316 -2.757 -4.503 -0.9 0.7 -0.9
C -0.271 -3.492 -5.678 0.2 -1.1 -1.1
C -1.448 -3.785 -6.411 0.3 0.2 -0.2
C -2.687 -3.226 -6.027 0.4 -0.2 -0.9
C -2.692 -2.311 -5.009 1.3 0.2 1.7
H 2.699 2.706 -3.052 -0.3 -0.5 -0.7
H 0.958 2.460 -3.259 -0.6 -0.2 0.5
H 1.741 3.854 -3.881 0.0 -0.6 -0.9
H 3.021 2.142 -5.412 0.3 -0.6 0.2
H 1.470 2.092 -5.974 -0.3 0.5 1.7
H 2.692 -0.018 -4.186 0.1 0.0 -0.3
H 1.786 -0.099 -5.753 0.4 -0.1 0.1
H -0.273 0.225 -4.483 1.5 -0.1 0.1
H -0.899 -0.519 -1.355 0.4 0.0 -1.2
H 0.546 -2.586 -3.917 0.8 0.0 0.5
H 0.724 -3.827 -6.062 -1.1 0.0 0.5
H -1.415 -4.402 -7.344 0.2 0.6 1.1
H -3.595 -3.413 -6.620 0.5 0.0 0.4
H -3.553 -1.779 -4.607 0.0 -0.3 -0.6
```
Forces are in eV/Å.

Its total charge is +1. Its strongest force on any atom is 3.53 eV Å⁻¹. For the HOMO energy, the calculation gives -9.867 eV.

Atomic charges from the Löwdin analysis, expressed in e, are listed below: 1.563, 0.079, -0.098, -0.025, -0.317, 0.142, -0.265, -0.045, 0.098, -0.102, -0.078, 0.064, 0.183, 0.169, 0.137, 0.135, 0.128, 0.882, -0.613, -0.165, -0.661, 0.856, -0.244, -0.015, -0.002, -0.169, -0.029, -0.143, -0.433, -0.315, 0.079, 0.078, 0.087, 0.024, -0.232, 0.100, -0.229, -0.289, 0.161, 0.046, 0.042, 0.020, 0.007, 0.041, 0.046, -0.024, 0.021, 0.042, -0.029, -0.345, -0.020, -0.157, -0.023, -0.056, -0.072, -0.079, -0.019, 0.085, 0.093, 0.110, 0.089, 0.099, 0.134, 0.110, 0.113, -0.128, -0.220, -0.222, -0.010, -0.760, 0.581, 0.118, -0.336, 0.074, -0.150, -0.035, -0.064, -0.051, -0.067, -0.004, 0.080, 0.038, 0.081, 0.111, 0.131, 0.067, 0.129, 0.179, 0.113, 0.098, 0.122, 0.122, 0.118, 0.117


# 2
The following is a DFT calculation (ωB97M-V with the def2-TZVPD basis set) of a structure of composition C37H40BiN12S.

```
91
Properties=species:S:1:pos:R:3:forces:R:3
Bi 0.648 0.093 1.008 0.3 0.4 -0.2
C -0.217 5.211 -1.314 0.0 0.0 0.0
C -1.303 4.988 -0.479 0.0 0.0 0.0
C -1.595 3.714 -0.020 0.0 0.0 0.0
C -0.819 2.617 -0.410 0.0 0.0 0.0
C 0.294 2.859 -1.216 0.0 0.1 -0.1
C 0.588 4.137 -1.663 -0.1 0.0 0.0
N -1.067 1.312 0.051 0.3 -0.1 0.0
C -2.324 0.870 0.297 -0.3 -0.1 0.0
C -3.488 1.389 -0.331 0.2 0.0 0.0
C -4.725 0.880 -0.057 -0.1 -0.1 0.1
C -4.916 -0.167 0.871 0.0 0.1 -0.1
C -3.830 -0.694 1.499 0.1 0.0 -0.1
C -2.541 -0.190 1.220 -0.1 0.1 0.0
N -1.430 -0.629 1.899 -0.1 -0.3 0.4
N -1.578 -1.348 2.921 -0.1 0.1 -0.2
C -0.390 -1.669 3.598 0.0 -0.1 0.1
C -0.513 -2.217 4.870 0.0 0.0 -0.1
C 0.639 -2.470 5.585 0.1 0.0 0.0
C 1.873 -2.174 5.015 0.0 0.0 0.0
C 1.901 -1.647 3.739 0.0 0.0 0.0
N 0.789 -1.413 3.043 -0.1 -0.1 0.1
H 0.000 6.205 -1.680 0.0 0.0 0.0
H -1.929 5.815 -0.172 0.0 0.0 0.0
H -2.429 3.572 0.654 0.0 0.0 0.0
H 0.955 2.045 -1.483 0.0 0.0 0.0
H 1.449 4.287 -2.302 0.0 0.0 0.0
H -3.378 2.163 -1.076 0.0 0.0 0.0
H -5.582 1.275 -0.587 0.0 0.0 0.0
H -5.905 -0.562 1.047 0.0 0.0 0.0
H -3.915 -1.517 2.193 0.0 0.0 0.0
H -1.499 -2.420 5.261 0.0 0.0 0.0
H 0.582 -2.894 6.578 0.0 0.0 0.0
H 2.795 -2.357 5.546 0.0 0.0 0.0
H 2.833 -1.418 3.238 0.0 0.0 0.0
C 3.268 5.484 -0.205 0.0 0.0 -0.1
N 2.511 4.698 0.750 0.2 -0.1 0.3
C 1.594 5.385 1.642 -0.1 0.0 0.1
C 2.679 3.353 0.915 -0.1 0.2 -0.2
N 1.984 2.578 1.656 0.0 0.1 0.1
N 3.751 2.832 0.174 0.1 0.1 0.0
C 3.932 1.529 -0.235 0.1 0.1 0.0
N 5.230 1.246 -0.565 0.0 0.0 0.0
N 2.963 0.693 -0.320 -0.1 -0.2 -0.1
H 2.737 6.416 -0.387 0.0 0.0 0.0
H 3.342 4.969 -1.162 0.1 0.0 0.0
H 4.273 5.737 0.153 0.0 0.0 0.0
H 1.746 6.457 1.549 0.0 0.0 0.0
H 1.783 5.112 2.682 0.0 0.0 0.0
H 0.553 5.158 1.393 0.1 0.0 0.0
H 1.209 3.081 2.076 0.0 0.1 0.0
H 4.537 3.447 0.047 0.0 0.0 0.0
H 5.940 1.957 -0.572 0.0 0.0 0.0
H 5.419 0.418 -1.100 0.0 0.0 0.0
H 3.287 -0.197 -0.688 0.0 0.0 0.0
N 2.576 -3.509 1.127 0.1 0.1 0.0
C 1.288 -3.959 1.441 -0.1 0.0 0.0
C 1.071 -4.776 2.548 0.0 0.1 0.0
C -0.214 -5.157 2.896 0.0 0.0 0.0
C -1.302 -4.741 2.140 0.0 0.0 0.0
C -1.085 -3.953 1.020 0.0 0.1 0.0
C 0.196 -3.544 0.670 0.0 -0.1 0.0
C 0.426 -2.802 -0.600 0.0 0.1 -0.1
C 0.505 -3.567 -1.764 0.0 -0.1 0.0
C 0.733 -2.985 -2.999 -0.1 0.0 0.0
C 0.869 -1.611 -3.088 -0.1 0.1 -0.1
C 0.775 -0.838 -1.941 0.0 -0.1 -0.1
C 0.567 -1.414 -0.689 0.0 -0.1 0.1
H 3.312 -4.079 1.516 0.0 0.0 0.0
H 2.721 -3.333 0.144 0.0 0.0 0.0
H 1.918 -5.114 3.134 0.0 0.0 0.0
H -0.364 -5.792 3.759 0.0 0.0 0.0
H -2.304 -5.048 2.404 0.0 0.0 0.0
H -1.912 -3.644 0.392 0.0 0.0 0.0
H 0.382 -4.641 -1.685 0.0 0.0 0.0
H 0.793 -3.600 -3.887 0.0 0.0 0.0
H 1.038 -1.139 -4.048 0.0 0.0 0.0
H 0.872 0.234 -2.038 0.0 0.0 0.0
C -2.530 0.313 -3.775 0.1 0.0 0.0
N -2.679 -1.061 -4.203 0.1 0.0 0.0
C -2.538 -1.524 -5.501 0.0 -0.1 -0.1
C -2.759 -2.852 -5.483 0.0 0.1 -0.1
N -3.032 -3.184 -4.170 0.0 0.0 0.0
C -2.984 -2.089 -3.369 0.0 0.0 0.1
S -3.268 -2.021 -1.723 0.0 -0.1 0.1
H -3.446 0.877 -3.959 0.0 0.0 0.0
H -1.704 0.773 -4.314 0.0 0.0 0.0
H -2.318 0.311 -2.707 0.0 0.0 0.0
H -2.305 -0.864 -6.315 0.0 0.0 -0.1
H -2.756 -3.576 -6.274 0.0 0.0 0.0
H -3.256 -4.094 -3.808 0.0 0.0 0.0
```
Forces are in eV/Å.

Its total charge is +1. Its strongest force on any atom is 0.55 eV Å⁻¹. For the HOMO energy, the calculation gives -9.138 eV.

Atomic charges from the Löwdin analysis, expressed in e, are listed below: 1.863, -0.103, -0.091, -0.043, -0.306, -0.054, -0.096, -0.101, -0.266, -0.055, -0.066, -0.090, -0.037, -0.238, -0.074, 0.115, -0.336, 0.008, -0.039, -0.042, -0.142, -0.036, 0.105, 0.110, 0.117, 0.067, 0.102, 0.113, 0.115, 0.108, 0.111, 0.122, 0.117, 0.111, 0.111, -0.060, -0.148, -0.038, -0.466, 0.056, 0.140, -0.506, 0.155, 0.036, 0.091, 0.078, 0.094, 0.094, 0.097, 0.074, 0.034, 0.128, 0.101, 0.107, 0.056, 0.122, -0.296, -0.046, -0.088, -0.086, -0.039, -0.181, -0.246, -0.028, -0.074, -0.085, -0.165, -0.287, 0.094, 0.084, 0.112, 0.107, 0.104, 0.081, 0.126, 0.107, 0.106, 0.056, -0.031, -0.126, -0.060, -0.078, 0.063, -0.815, 0.651, 0.099, 0.093, 0.041, 0.120, 0.114, 0.147